Record 1
Molecular formula: C37H75F3FeN7O7S2
Method: DFT, ωB97M-V/def2-TZVPD

```
! RIJCOSX wB97M-V def2-TZVPD def2/J DEFGRID3
* xyz 0 6
Fe -2.456 2.974 3.394
S -4.797 2.838 3.649
O -3.960 3.844 4.327
O -4.186 3.033 2.357
O -3.876 1.742 3.921
O -6.242 2.704 3.840
C -1.803 -0.417 0.680
F -1.483 -1.122 -0.421
F -3.118 -0.198 0.676
F -1.456 -1.102 1.766
S -0.980 1.310 0.844
O 0.465 1.066 1.026
O -1.312 2.084 -0.377
O -1.608 1.892 2.066
C -4.616 -4.662 -0.123
C -3.503 -4.982 -1.233
N -2.208 -5.547 -0.754
C -1.458 -6.021 -1.893
C -1.887 -7.407 -2.473
C -1.461 -4.476 -0.057
C 0.017 -4.825 0.375
H -4.250 -3.966 0.632
H -4.882 -5.572 0.414
H -5.519 -4.249 -0.573
H -3.940 -5.731 -1.893
H -3.433 -4.141 -1.923
H -1.365 -5.390 -2.777
H -0.411 -6.110 -1.605
H -1.224 -7.593 -3.317
H -1.815 -8.276 -1.819
H -2.925 -7.552 -2.774
H -2.055 -4.335 0.846
H -1.506 -3.535 -0.606
H 0.471 -4.022 0.956
H 0.681 -4.882 -0.488
H 0.094 -5.814 0.826
C -2.198 3.926 6.432
C -0.902 3.365 5.946
N -1.048 2.418 4.824
C 0.326 2.174 4.280
C 1.534 1.762 5.157
C -1.441 1.116 5.483
C -1.340 -0.137 4.577
H -2.526 4.848 5.950
H -1.948 4.401 7.380
H -3.031 3.267 6.676
H -0.278 4.229 5.715
H -0.366 2.908 6.778
H 0.360 1.618 3.343
H 0.669 3.138 3.904
H 1.847 2.509 5.887
H 1.320 0.801 5.624
H 2.439 1.678 4.554
H -2.462 1.122 5.864
H -0.847 1.015 6.391
H -1.976 -0.216 3.695
H -1.662 -0.976 5.193
H -0.344 -0.389 4.213
C 4.082 0.751 0.185
C 3.412 -0.545 -0.193
N 3.989 -1.253 -1.328
C 3.026 -2.168 -1.863
C 3.331 -2.734 -3.283
C 5.310 -1.792 -1.155
C 5.503 -2.910 -0.175
H 5.129 0.543 0.407
H 3.596 1.114 1.091
H 4.024 1.464 -0.638
H 3.401 -1.330 0.562
H 2.368 -0.355 -0.443
H 2.057 -1.700 -2.037
H 2.827 -2.975 -1.158
H 4.204 -3.360 -3.099
H 3.525 -1.994 -4.059
H 2.465 -3.299 -3.630
H 5.786 -2.161 -2.064
H 6.005 -1.020 -0.825
H 4.918 -3.766 -0.510
H 6.533 -3.180 0.058
H 5.049 -2.659 0.784
C 1.003 1.434 -3.332
C 0.206 0.456 -4.162
N 0.685 0.485 -5.518
C -0.340 0.080 -6.468
C -1.424 1.153 -6.791
C 1.795 -0.431 -5.650
C 2.668 -0.201 -6.899
H 0.458 1.794 -2.459
H 1.226 2.353 -3.874
H 1.941 1.072 -2.910
H 0.223 -0.511 -3.659
H -0.800 0.865 -4.074
H 0.075 -0.211 -7.433
H -0.827 -0.801 -6.050
H -0.920 2.074 -7.085
H -2.076 0.802 -7.591
H -2.097 1.283 -5.944
H 1.373 -1.428 -5.517
H 2.467 -0.355 -4.795
H 3.541 -0.852 -6.950
H 3.047 0.822 -6.881
H 2.183 -0.222 -7.875
N 3.895 -2.247 3.210
C 2.884 -3.123 3.097
C 1.682 -2.411 3.136
C 2.049 -1.091 3.197
C 3.417 -0.996 3.336
H 4.867 -2.474 3.360
H 3.050 -4.184 2.981
H 0.732 -2.924 3.131
H 1.356 -0.263 3.213
H 4.022 -0.114 3.482
N -1.647 3.871 -2.955
C -1.285 3.915 -4.266
C -1.759 5.115 -4.802
C -2.424 5.778 -3.870
C -2.470 4.990 -2.720
H -1.539 3.085 -2.329
H -0.816 3.093 -4.786
H -1.658 5.316 -5.858
H -2.881 6.751 -3.967
H -2.922 5.164 -1.754
N -2.629 5.603 2.479
C -2.022 4.761 1.561
C -0.802 4.492 2.015
C -0.641 5.100 3.246
C -1.794 5.809 3.537
H -3.433 6.163 2.238
H -2.435 4.505 0.597
H -0.017 4.118 1.376
H 0.310 5.261 3.732
H -2.156 6.465 4.315
*
```

Calculated values
* HOMO (spin up / spin down): -7.5858 / -7.5857 eV
* Kohn-Sham gap (spin up / spin down): 7.7 / 5.7 eV
* expectation value of S²: 8.758

=====

Record 2
Molecular formula: C44H88O11
Method: DFT, ωB97M-V/def2-TZVPD

```
! RIJCOSX wB97M-V def2-TZVPD def2/J DEFGRID3
* xyz 0 1
C -0.196 -6.744 -6.414
C 0.151 -6.215 -7.769
C 0.927 -4.935 -7.475
O 0.274 -4.435 -6.300
C -0.036 -5.508 -5.434
H 0.470 -7.558 -6.129
H -1.231 -7.070 -6.309
H -0.732 -5.912 -8.332
H 0.697 -6.886 -8.432
H 0.795 -4.212 -8.280
H 1.979 -5.165 -7.309
H -0.954 -5.214 -4.925
H 0.792 -5.699 -4.751
C 2.173 8.206 -4.206
C 3.109 7.711 -5.356
C 3.837 8.998 -5.756
O 3.447 10.035 -4.843
C 2.902 9.447 -3.655
H 1.981 7.440 -3.455
H 1.251 8.584 -4.647
H 2.522 7.270 -6.162
H 3.890 7.000 -5.088
H 3.655 9.238 -6.803
H 4.899 8.784 -5.639
H 2.118 10.128 -3.322
H 3.555 9.288 -2.797
C -8.601 -6.393 -2.054
C -9.170 -6.371 -0.669
C -8.235 -7.314 0.085
O -7.904 -8.305 -0.916
C -8.306 -7.920 -2.260
H -7.670 -5.851 -2.221
H -9.413 -6.062 -2.702
H -10.188 -6.760 -0.666
H -9.319 -5.348 -0.324
H -8.579 -7.720 1.036
H -7.384 -6.658 0.268
H -9.204 -8.461 -2.560
H -7.463 -8.082 -2.932
C -2.231 -0.166 -0.732
C -1.995 -1.166 0.400
C -0.457 -1.090 0.588
O -0.248 0.327 0.364
C -1.004 0.732 -0.774
H -3.173 0.359 -0.577
H -2.344 -0.750 -1.645
H -2.278 -2.176 0.103
H -2.563 -0.906 1.294
H 0.147 -1.650 -0.126
H -0.112 -1.464 1.552
H -0.411 0.710 -1.688
H -1.357 1.760 -0.684
C 2.585 -4.600 9.141
C 3.101 -5.807 9.829
C 1.915 -6.425 10.534
O 1.142 -5.315 10.862
C 1.279 -4.313 9.844
H 2.446 -4.846 8.089
H 3.250 -3.738 9.198
H 3.915 -5.625 10.530
H 3.589 -6.486 9.130
H 2.265 -7.017 11.380
H 1.323 -7.074 9.888
H 1.224 -3.289 10.215
H 0.506 -4.586 9.125
C -0.522 -8.721 3.390
C -1.532 -9.526 2.619
C -1.467 -8.978 1.256
O -0.217 -8.245 1.228
C 0.562 -8.528 2.421
H -0.247 -9.252 4.301
H -1.016 -7.841 3.800
H -2.560 -9.468 2.979
H -1.303 -10.586 2.515
H -2.293 -8.282 1.108
H -1.455 -9.773 0.511
H 1.157 -7.632 2.597
H 1.233 -9.367 2.237
C 7.453 6.707 1.664
C 6.758 5.605 0.878
C 5.417 5.448 1.538
O 5.181 6.735 2.121
C 6.420 7.314 2.533
H 7.923 7.463 1.034
H 8.235 6.300 2.305
H 7.375 4.711 0.793
H 6.481 5.916 -0.130
H 5.534 4.799 2.406
H 4.618 4.998 0.948
H 6.546 7.081 3.590
H 6.275 8.393 2.475
C -6.231 10.398 -2.788
C -5.293 9.376 -2.255
C -5.718 8.154 -3.101
O -6.484 8.691 -4.187
C -6.356 10.116 -4.301
H -5.944 11.404 -2.481
H -7.209 10.311 -2.316
H -5.412 9.190 -1.188
H -4.286 9.670 -2.553
H -6.303 7.474 -2.482
H -4.859 7.619 -3.506
H -7.215 10.544 -4.818
H -5.520 10.396 -4.942
C -1.311 1.997 7.880
C -1.453 2.462 9.299
C -0.052 2.797 9.765
O 0.846 2.184 8.829
C 0.178 2.072 7.577
H -1.994 2.540 7.228
H -1.611 0.951 7.811
H -1.705 1.630 9.956
H -2.150 3.288 9.435
H 0.147 2.443 10.777
H 0.081 3.878 9.795
H 0.499 1.198 7.010
H 0.466 2.955 7.007
C -2.344 2.471 -8.347
C -3.097 3.781 -8.480
C -3.175 3.979 -9.986
O -3.581 2.738 -10.422
C -2.859 1.752 -9.575
H -2.532 1.962 -7.402
H -1.286 2.676 -8.510
H -2.609 4.671 -8.082
H -4.139 3.743 -8.163
H -2.262 4.238 -10.523
H -3.968 4.670 -10.270
H -1.983 1.331 -10.068
H -3.499 0.890 -9.386
C 8.759 -1.679 1.910
C 9.011 -2.174 3.284
C 7.961 -3.207 3.486
O 6.964 -2.926 2.485
C 7.260 -1.718 1.850
H 9.030 -2.350 1.095
H 9.143 -0.687 1.670
H 8.735 -1.398 3.998
H 10.001 -2.597 3.450
H 7.492 -3.107 4.464
H 8.416 -4.187 3.344
H 6.733 -0.948 2.413
H 6.811 -1.662 0.859
*
```

Calculated values
* HOMO: -9.4545 eV
* Kohn-Sham gap: 9.9 eV
* SMILES: C1CCOC1.C1CCOC1.C1CCOC1.C1CCOC1.C1CCOC1.C1CCOC1.C1CCOC1.C1CCOC1.C1CCOC1.C1CCOC1.C1CCOC1

=====

Record 3
Molecular formula: C7H31AlFNO11PS
Method: DFT, ωB97M-V/def2-TZVPD

```
! RIJCOSX wB97M-V def2-TZVPD def2/J DEFGRID3
* xyz -1 1
C 1.427 2.282 -0.885
C 0.823 1.502 -2.059
C 1.255 0.012 -2.113
C 2.752 -0.223 -1.761
Al -0.018 -1.132 -1.090
O 0.195 -2.905 -1.580
N 1.462 -3.330 -1.749
O 1.894 -3.928 -0.817
P -2.247 -0.537 -1.501
C -2.858 0.428 -0.016
C -3.260 -2.096 -1.515
C -4.636 -1.831 -2.167
S 0.472 -1.039 1.223
O 0.290 0.272 1.833
O 1.743 -1.634 1.570
F -0.659 -1.977 1.965
H 0.815 2.209 0.016
H 2.451 1.999 -0.657
H 1.444 3.339 -1.139
H 0.996 1.998 -3.019
H -0.265 1.521 -1.933
H 1.129 -0.348 -3.142
H 3.341 0.675 -1.961
H 3.145 -1.040 -2.367
H 2.909 -0.504 -0.718
H -3.727 -0.064 0.422
H -3.081 1.447 -0.317
H -2.080 0.425 0.739
H -2.719 -2.886 -2.035
H -3.441 -2.456 -0.497
H -4.542 -1.888 -3.251
H -4.979 -0.831 -1.896
H -5.382 -2.545 -1.811
O 3.069 1.889 2.158
H 3.518 2.212 2.946
H 2.357 1.330 2.492
O -0.155 4.824 -1.903
H -0.539 4.891 -1.019
H -0.095 5.727 -2.228
O -0.363 -2.973 4.889
H -0.052 -2.796 3.992
H 0.432 -2.923 5.427
O -2.133 1.525 2.891
H -1.271 1.092 2.966
H -2.707 1.053 3.501
O -2.159 3.778 0.176
H -2.062 3.199 0.943
H -3.050 4.132 0.246
O 1.318 -6.458 -2.845
H 1.266 -5.520 -2.626
H 2.204 -6.704 -2.564
O 4.887 2.310 4.811
H 5.677 2.275 4.262
H 5.212 2.223 5.712
*
```

Calculated values
* HOMO: -4.5568 eV
* Kohn-Sham gap: 6.7 eV

=====

Record 4
Molecular formula: C2H2N2OS
Method: DFT, ωB97M-V/def2-TZVPD

```
! RIJCOSX wB97M-V def2-TZVPD def2/J DEFGRID3
* xyz 0 1
N 0.555 2.713 0.214
C 0.317 1.707 0.805
O 0.291 0.834 1.567
H 0.046 3.248 -0.496
N 0.237 -1.978 0.117
C -0.433 -2.148 -0.888
S -1.103 -1.782 -2.248
H 0.089 -2.593 0.930
*
```

Calculated values
* HOMO: -9.6132 eV
* Kohn-Sham gap: 9.8 eV
* SMILES: N=C=O.N=C=S

=====

Record 5
Molecular formula: C6H8N5
Method: DFT, ωB97M-V/def2-TZVPD

```
! RIJCOSX wB97M-V def2-TZVPD def2/J DEFGRID3
* xyz 1 3
C 2.185 2.576 -1.369
C 2.889 1.413 -1.081
C 0.727 1.247 -0.664
C 0.717 -1.382 -0.019
C -0.423 -0.749 0.151
C -1.779 -0.626 0.374
N 0.846 2.427 -1.089
N 1.862 0.517 -0.666
N 1.975 -0.753 -0.157
N -2.600 -1.672 0.509
N -2.215 0.648 0.524
H 2.679 3.469 -1.789
H 3.945 1.084 -1.334
H 0.746 -2.484 -0.031
H 2.742 -1.355 -0.329
H -2.257 -2.656 0.411
H -3.636 -1.604 0.902
H -1.654 1.409 0.291
H -3.199 0.845 0.604
*
```

Calculated values
* HOMO (spin up / spin down): -11.0740 / -12.1248 eV
* Kohn-Sham gap (spin up / spin down): 7.1 / 5.6 eV
* expectation value of S²: 2.020

=====

Record 6
Molecular formula: C3H3BrNO2
Method: DFT, ωB97M-V/def2-TZVPD

```
! RIJCOSX wB97M-V def2-TZVPD def2/J DEFGRID3
* xyz -1 1
C -0.320 -0.923 -0.345
C -1.840 0.314 0.971
C 0.570 0.159 -0.672
N -0.936 -1.896 -0.209
O -2.440 0.579 0.038
O -1.323 0.121 1.982
Br 3.850 0.336 0.650
H 0.692 0.141 -1.867
H 1.636 0.123 -0.220
H 0.113 1.044 -0.327
*
```

Calculated values
* HOMO: -4.0854 eV
* Kohn-Sham gap: 7.2 eV

=====

Record 7
Molecular formula: C5H8
Method: DFT, ωB97M-V/def2-TZVPD

```
! RIJCOSX wB97M-V def2-TZVPD def2/J DEFGRID3
* xyz 0 1
C 0.476 1.402 0.716
C -0.199 0.053 0.528
C 0.663 -1.152 0.195
C 0.004 -1.437 -0.930
C -0.906 -0.233 -0.839
H -0.263 2.211 0.747
H 1.177 1.607 -0.101
H 1.037 1.425 1.658
H -0.879 -0.142 1.368
H 1.511 -1.609 0.700
H 0.073 -2.245 -1.653
H -0.709 0.538 -1.593
H -1.986 -0.418 -0.798
*
```

Calculated values
* HOMO: -9.3810 eV
* Kohn-Sham gap: 10.6 eV
* SMILES: C[C@@H]1C=CC1

=====

Record 8
Molecular formula: CN2O6
Method: DFT, ωB97M-V/def2-TZVPD

```
! RIJCOSX wB97M-V def2-TZVPD def2/J DEFGRID3
* xyz 0 1
O -0.340 2.214 0.845
N -1.182 1.441 0.980
O -2.432 1.584 -0.097
N -2.587 0.254 -0.403
O -3.490 -0.063 -1.076
O -1.717 -0.407 0.113
O 2.871 -1.975 -0.824
C 3.665 -1.684 -0.068
O 4.400 -1.423 0.700
*
```

Calculated values
* HOMO: -11.7124 eV
* Kohn-Sham gap: 10.3 eV
* SMILES: O=NO[N+](=O)[O-].O=C=O

=====

Record 9
Molecular formula: CHFO2
Method: DFT, ωB97M-V/def2-TZVPD

```
! RIJCOSX wB97M-V def2-TZVPD def2/J DEFGRID3
* xyz 0 1
O 2.703 -0.089 -0.598
C 1.728 0.228 -0.049
O 0.826 0.582 0.574
F -2.256 -0.480 -0.156
H -3.001 -0.241 0.229
*
```

Calculated values
* HOMO: -12.8559 eV
* Kohn-Sham gap: 13.5 eV
* SMILES: O=C=O.F

=====

Record 10
Molecular formula: C42H31Cl5NOP3Se2Ti
Method: DFT, ωB97M-V/def2-TZVPD

```
! RIJCOSX wB97M-V def2-TZVPD def2/J DEFGRID3
* xyz 0 1
Ti -0.732 0.640 -0.177
N 0.952 0.004 2.940
P -0.530 -1.656 0.282
C 1.056 -2.506 0.510
C 2.166 -2.042 -0.201
C 3.412 -2.616 -0.006
C 3.570 -3.657 0.898
C 2.472 -4.127 1.607
C 1.224 -3.558 1.416
C -1.808 -2.862 0.714
C -1.751 -4.149 0.175
C -2.740 -5.075 0.462
C -3.800 -4.728 1.292
C -3.856 -3.455 1.841
C -2.864 -2.527 1.560
P 0.510 1.091 1.710
C 0.419 0.059 4.257
C 0.752 1.108 5.112
C 0.219 1.155 6.390
C -0.626 0.146 6.837
C -0.944 -0.905 5.991
C -0.437 -0.946 4.700
C 1.512 2.553 2.067
C 2.907 2.474 2.079
C 3.664 3.613 2.283
C 3.042 4.843 2.477
C 1.660 4.928 2.489
C 0.896 3.783 2.298
H 0.918 -0.935 2.569
H 2.045 -1.223 -0.900
H 4.263 -2.248 -0.565
H 4.545 -4.101 1.051
H 2.589 -4.936 2.317
H 0.372 -3.933 1.969
H -0.928 -4.418 -0.474
H -2.687 -6.068 0.034
H -4.574 -5.450 1.515
H -4.674 -3.181 2.495
H -2.910 -1.535 1.992
H 1.430 1.876 4.761
H 0.476 1.975 7.048
H -1.032 0.180 7.839
H -1.602 -1.694 6.331
H -0.703 -1.755 4.029
H 3.387 1.515 1.923
H 4.745 3.549 2.283
H 3.640 5.732 2.629
H 1.172 5.879 2.663
H -0.184 3.836 2.367
Cl -4.897 6.999 1.325
C -3.952 6.041 0.253
C -3.036 5.127 0.777
Cl -2.774 4.950 2.467
C -2.359 4.343 -0.124
Cl -2.981 0.367 -0.156
C -2.478 4.510 -1.488
O -1.550 3.713 -2.082
C -3.351 5.424 -2.041
Cl -3.446 5.606 -3.743
C -4.106 6.181 -1.140
Cl -5.239 7.313 -1.759
Se 0.583 1.048 -2.122
P -0.267 0.313 -4.100
Se -0.810 3.252 -0.418
C -0.465 -1.450 -3.638
C -1.764 -1.928 -3.499
C -1.994 -3.229 -3.069
C -0.923 -4.059 -2.781
C 0.380 -3.587 -2.910
C 0.607 -2.290 -3.336
C 1.283 0.261 -5.078
C 2.285 1.222 -4.965
C 3.370 1.210 -5.830
C 3.464 0.246 -6.823
C 2.463 -0.707 -6.952
C 1.379 -0.698 -6.088
H -2.602 -1.275 -3.718
H -3.008 -3.590 -2.957
H -1.100 -5.074 -2.448
H 1.218 -4.230 -2.673
H 1.622 -1.921 -3.428
H 2.225 1.977 -4.193
H 4.145 1.958 -5.725
H 4.313 0.237 -7.494
H 2.527 -1.462 -7.725
H 0.607 -1.451 -6.195
*
```

Calculated values
* HOMO (spin up / spin down): -7.3044 / -7.1804 eV
* Kohn-Sham gap (spin up / spin down): 6.2 / 5.8 eV

=====

ΔE to the lowest compared entry with this formula, charge and spin readings, ordered: 0.0 364.2 0.0 37.7 47.2 46.4 100.3 38.2 14.5 257.0 kJ/mol